# 1
Below is the molecule C4H12N2O in a non-equilibrium geometry, with properties calculated with wB97M-V/def2-TZVPD.

## Properties
* calculated total energy: -9369.6668 eV
* frontier orbital gap: 10.26 eV
* strongest force on any atom: 2.35 eV/A
* SMILES string: NC[C@H](N)CCO
* energy above the lowest of the compared OMol25 structures with the same formula, charge and spin: 147.34 kJ/mol
* LUMO: 0.9 eV

Geometry (Å):
N -2.678 0.386 0.582
C -1.618 -0.034 -0.312
C -0.231 -0.015 0.298
N 0.330 1.349 0.449
C 0.750 -0.876 -0.526
C 2.218 -0.949 -0.191
O 2.842 0.343 -0.079
H -2.432 1.118 1.227
H -3.609 0.504 0.225
H -1.717 -1.084 -0.622
H -1.524 0.530 -1.249
H -0.344 -0.601 1.230
H -0.046 1.994 -0.253
H -0.093 1.746 1.287
H 0.500 -0.575 -1.567
H 0.350 -1.911 -0.451
H 2.386 -1.434 0.790
H 2.779 -1.480 -0.949
H 2.139 0.989 0.111

---

# 2
Below is a structure of composition C42H37BrIrN4O4S3, with properties calculated with wB97M-V/def2-TZVPD.

## Properties
* calculated total energy: -163675.7269 eV
* total charge: +2
* frontier orbital gap (spin up / spin down): 7.09 / 3.74 eV
* ⟨S²⟩: 0.767
* spin multiplicity: 2
* strongest force on any atom: 0.67 eV/A
* energy above the lowest of the compared OMol25 structures with the same formula, charge and spin: 0.00 kJ/mol
* LUMO (spin up / spin down): -5.7 / -9.1 eV

Geometry (Å):
Ir -1.139 0.750 -0.194
C -4.785 -3.423 4.555
C -3.690 -2.655 3.874
C -3.116 -3.121 2.688
C -2.121 -2.409 2.048
C -1.690 -1.215 2.611
C -2.232 -0.724 3.788
C -3.233 -1.453 4.410
S -0.399 -0.272 1.863
O -0.104 0.894 2.738
C 1.046 -1.310 2.075
C 0.957 -2.245 3.132
C 2.084 -2.727 3.723
C 3.347 -2.203 3.384
C 4.509 -2.576 4.105
C 5.715 -2.019 3.808
C 5.809 -1.055 2.779
C 4.716 -0.708 2.044
C 3.443 -1.283 2.313
C 2.273 -0.927 1.556
C 2.639 -0.321 0.233
C 3.519 -1.144 -0.553
C 3.553 -2.550 -0.374
C 4.381 -3.327 -1.131
C 5.247 -2.742 -2.080
C 5.236 -1.392 -2.276
C 4.360 -0.567 -1.534
C 4.326 0.836 -1.743
C 3.369 1.583 -1.139
C 2.480 0.978 -0.205
S 1.021 1.919 0.079
O 1.069 3.000 1.045
C 0.706 2.564 -1.526
C 0.893 1.814 -2.707
C 0.682 2.424 -3.916
C 0.262 3.759 -3.991
C 0.033 4.406 -5.314
C 0.088 4.491 -2.797
C 0.301 3.910 -1.574
H -4.877 -4.430 4.153
H -5.742 -2.916 4.418
H -4.604 -3.492 5.627
H -3.457 -4.055 2.260
H -1.682 -2.786 1.130
H -1.867 0.199 4.217
H -3.660 -1.084 5.334
H -0.004 -2.573 3.490
H 2.007 -3.472 4.505
H 4.412 -3.298 4.906
H 6.598 -2.296 4.367
H 6.761 -0.581 2.578
H 4.820 0.047 1.276
H 2.895 -3.014 0.349
H 4.377 -4.401 -1.002
H 5.916 -3.370 -2.653
H 5.893 -0.933 -3.004
H 5.033 1.293 -2.423
H 3.271 2.639 -1.352
H 1.195 0.778 -2.656
H 0.825 1.860 -4.829
H -0.410 3.706 -6.022
H 0.991 4.725 -5.734
H -0.601 5.286 -5.231
H -0.192 5.535 -2.855
H 0.210 4.472 -0.653
C -3.387 4.357 0.546
C -2.678 3.180 -0.022
N -1.965 2.395 0.709
O -1.937 2.668 2.034
C -2.760 2.788 -1.425
C -3.549 3.545 -2.436
N -2.100 1.709 -1.725
O -2.107 1.205 -2.911
H -2.776 4.829 1.313
H -4.312 4.028 1.026
H -3.640 5.074 -0.229
H -1.161 2.161 2.394
H -4.617 3.486 -2.215
H -3.371 3.128 -3.423
H -3.271 4.600 -2.435
Br -0.201 -1.285 -1.336
S -3.213 -0.271 0.042
C -3.443 -1.446 -1.237
N -3.013 -1.222 -2.492
C -3.234 -2.111 -3.467
C -3.952 -3.248 -3.196
C -4.405 -3.398 -1.889
N -4.142 -2.523 -0.923
H -2.443 -0.339 -2.695
H -2.830 -1.868 -4.440
H -4.158 -3.980 -3.961
H -4.992 -4.262 -1.601

---

# 3
Below is the molecule C4H10N2 in a non-equilibrium geometry, with properties calculated with wB97M-V/def2-TZVPD.

## Properties
* calculated total energy: -7289.3221 eV
* frontier orbital gap: 10.36 eV
* strongest force on any atom: 1.26 eV/A
* SMILES string: C=NCCCN
* energy above the lowest of the compared OMol25 structures with the same formula, charge and spin: 125.19 kJ/mol
* LUMO: 1.2 eV

Geometry (Å):
C 2.795 -0.198 0.096
N 1.721 0.062 -0.501
C 0.599 -0.831 -0.257
C -0.380 -0.203 0.747
C -1.265 0.886 0.084
N -2.396 0.281 -0.601
H 3.632 0.487 -0.049
H 2.969 -1.038 0.775
H 0.838 -1.856 0.035
H 0.089 -0.964 -1.217
H -1.096 -0.932 1.127
H 0.267 0.225 1.516
H -1.557 1.635 0.822
H -0.627 1.419 -0.624
H -3.283 0.691 -0.348
H -2.306 0.336 -1.606

---

# 4
Below is a structure of composition C5H6FN in a non-equilibrium geometry, with properties calculated with wB97M-V/def2-TZVPD.

## Properties
* calculated total energy: -9487.4383 eV
* frontier orbital gap: 9.50 eV
* strongest force on any atom: 3.54 eV/A
* energy above the lowest of the compared OMol25 structures with the same formula, charge and spin: 197.69 kJ/mol
* LUMO: 0.8 eV

Geometry (Å):
C 1.395 1.733 -0.588
C 0.102 0.661 1.272
C -1.045 1.359 0.633
C 0.596 0.671 -0.162
C 0.420 -0.520 -1.055
N 2.062 2.597 -0.946
F -1.131 2.690 0.665
H 0.669 1.268 1.969
H -0.118 -0.326 1.669
H -1.912 0.877 0.219
H 0.484 -0.227 -2.100
H -0.540 -0.998 -0.880
H 1.207 -1.251 -0.852

---

# 5
Below is a structure of composition C21H44FLiN4O2P2 in a non-equilibrium geometry, with properties calculated with wB97M-V/def2-TZVPD.

## Properties
* calculated total energy: -54025.6244 eV
* frontier orbital gap: 3.04 eV
* strongest force on any atom: 7.10 eV/A
* LUMO: -2.7 eV

Geometry (Å):
C 4.773 -0.902 2.425
C 6.016 -0.200 1.615
C 5.416 0.710 0.385
C 4.281 1.808 0.841
C 3.059 1.759 -0.251
C 1.641 1.256 0.485
C 0.856 0.096 -0.355
P -1.051 0.083 -0.473
C -0.906 1.857 -1.130
C -1.856 2.462 -2.258
F -2.704 1.675 -3.126
C -1.059 0.551 1.408
C -0.298 -0.379 2.491
C -1.295 -1.325 3.447
O -0.810 -1.233 4.865
C 0.230 -2.238 5.128
C -2.957 0.156 -0.358
C -3.833 1.411 0.087
N -4.795 1.872 -1.035
N -4.862 0.937 1.156
N -3.292 2.640 0.708
C -1.064 -0.653 -2.286
C -0.085 -0.090 -3.517
C -0.056 -0.604 -5.065
C -1.142 -1.828 -5.410
C -2.049 -2.213 -4.079
N -2.022 -1.705 -2.722
P -0.920 -2.036 0.126
C 0.255 -3.058 -1.066
O -2.396 -2.948 -0.072
H 3.912 -1.149 1.669
H 4.342 -0.061 3.155
H 5.131 -1.807 3.076
H 6.627 -1.088 1.113
H 6.741 0.441 2.279
H 5.028 -0.066 -0.433
H 6.309 1.292 -0.149
H 3.953 1.726 1.962
H 4.800 2.878 0.736
H 3.351 1.112 -1.178
H 2.872 2.874 -0.625
H 1.073 2.238 0.719
H 2.014 0.831 1.538
H 1.441 0.094 -1.380
H 1.282 -0.899 0.160
H 0.183 1.952 -1.623
H -0.850 2.704 -0.283
H -2.578 3.263 -1.735
H -1.215 3.162 -2.992
H -2.159 0.481 1.886
H -0.820 1.698 1.602
H 0.659 -0.954 2.201
H 0.102 0.408 3.307
H -1.200 -2.461 3.114
H -2.402 -0.963 3.475
H -0.136 -3.350 4.968
H 1.224 -1.994 4.561
H 0.476 -2.157 6.294
H -3.520 -0.205 -1.349
H -3.252 -0.687 0.439
H -4.663 2.883 -1.245
H -5.788 1.736 -0.756
H -5.464 0.185 0.744
H -5.423 1.765 1.463
H -4.052 3.382 0.781
H -3.011 2.508 1.727
H 0.723 0.769 -3.317
H 0.682 -0.173 -5.874
H -1.253 -2.323 -6.465
H -2.847 -3.076 -4.312
H -0.395 -3.616 -1.874
H 0.745 -3.881 -0.373
H 1.024 -2.377 -1.623
H -2.254 -3.805 -0.571
Li 1.512 -1.152 -6.776

---

# 6
Below is a structure of composition C17H32Cl2O2P2Re in a non-equilibrium geometry, with properties calculated with wB97M-V/def2-TZVPD.

## Properties
* calculated total energy: -67975.4328 eV
* total charge: +2
* frontier orbital gap (spin up / spin down): 6.62 / 5.79 eV
* ⟨S²⟩: 3.768
* spin multiplicity: 4
* strongest force on any atom: 4.32 eV/A
* LUMO (spin up / spin down): -7.2 / -8.4 eV

Geometry (Å):
P 0.256 -2.048 -2.043
P -0.796 2.443 -1.245
C 0.937 0.106 -3.741
C 1.070 1.486 -3.129
H -0.037 -0.081 -4.219
H 1.797 -0.378 -4.211
H 2.082 1.772 -2.904
H 0.517 2.222 -3.716
C -2.306 3.055 -1.953
H -2.988 3.425 -1.178
H -2.772 2.245 -2.533
H -1.991 3.856 -2.639
C 0.377 3.825 -1.023
H 0.097 4.613 -1.743
H 1.413 3.507 -1.232
H 0.321 4.209 0.011
C -0.912 -3.138 -2.942
H -1.121 -4.022 -2.314
H -0.497 -3.449 -3.907
H -1.847 -2.591 -3.132
C 1.863 -2.888 -2.373
H 2.713 -2.253 -2.076
H 1.994 -3.089 -3.451
H 1.927 -3.845 -1.825
Re -0.048 0.226 -2.042
C 0.460 1.325 -5.867
C -0.848 1.429 -5.586
C -1.922 0.726 -6.363
C -1.532 -0.684 -6.813
C -0.789 -1.454 -5.763
C 0.546 -1.629 -5.768
C 1.528 -0.891 -6.618
C 1.098 0.558 -6.977
C -0.240 -2.362 -0.318
H 1.172 2.025 -5.403
H -1.225 2.119 -4.820
H -2.201 1.335 -7.238
H -2.832 0.651 -5.757
H -2.449 -1.236 -7.068
H -0.969 -0.652 -7.754
H -1.427 -2.045 -5.103
H 0.985 -2.479 -5.235
H 1.778 -1.452 -7.537
H 2.492 -0.805 -6.099
H 2.024 1.089 -7.236
H 0.500 0.563 -7.890
H 0.663 -2.310 0.324
H -0.646 -3.394 -0.301
H -1.031 -1.698 0.078
Cl 0.448 0.006 3.214
C 0.029 1.517 2.384
Cl 1.261 2.797 2.366
C -0.354 1.232 0.938
O -1.178 2.150 0.407
O 0.158 0.365 0.238
H -0.848 1.933 2.862

---

# 7
Below is a cluster of 2 separate species, C5H12N2O2 in total in a non-equilibrium geometry, with properties calculated with wB97M-V/def2-TZVPD.

## Properties
* calculated total energy: -12449.3688 eV
* frontier orbital gap: 9.41 eV
* strongest force on any atom: 4.12 eV/A
* SMILES string: [H]/N=C(\C)ON.C=COC
* energy above the lowest of the compared OMol25 structures with the same formula, charge and spin: 638.12 kJ/mol
* LUMO: 0.9 eV

Geometry (Å):
H 0.759 0.288 -2.471
N 0.979 -0.102 -1.557
C 0.689 0.712 -0.620
C 0.508 2.196 -0.685
O 1.102 0.296 0.748
N 2.221 -0.616 0.776
H 1.484 2.688 -0.694
H -0.056 2.547 0.178
H -0.044 2.455 -1.590
H 3.022 -0.005 0.627
H 2.093 -1.134 -0.101
C -0.497 -1.800 1.574
C -0.589 -0.478 1.477
O -1.326 0.288 0.198
C -2.043 -0.547 -0.679
H -0.267 -2.437 0.731
H -0.528 -2.252 2.558
H -0.783 0.196 2.297
H -1.427 -0.784 -1.556
H -2.947 -0.029 -1.014
H -2.352 -1.483 -0.198

---

# 8
Below is the ion C7H10N4 with charge +2 in a non-equilibrium geometry, with properties calculated with wB97M-V/def2-TZVPD.

## Properties
* calculated total energy: -13359.6205 eV
* total charge: +2
* frontier orbital gap: 7.60 eV
* strongest force on any atom: 5.35 eV/A
* energy above the lowest of the compared OMol25 structures with the same formula, charge and spin: 402.70 kJ/mol
* LUMO: -9.5 eV

Geometry (Å):
C -0.597 0.723 -1.295
C 1.377 -0.675 1.751
C 0.356 0.006 -0.572
C 1.735 0.422 -0.383
C -2.223 -0.176 0.250
C -2.518 -0.472 1.459
C -2.119 0.156 -1.097
N 0.385 -1.310 1.328
N 2.140 0.208 0.898
N 2.477 1.065 -1.258
N -0.064 -1.164 0.144
H -0.491 1.549 -2.008
H 1.682 -0.613 2.775
H -1.910 -0.804 2.284
H -3.598 -0.126 1.758
H -2.898 0.909 -1.457
H -2.192 -0.586 -1.950
H 3.106 0.242 0.957
H 2.345 1.126 -2.256
H 3.361 1.434 -0.932
H -0.355 -1.913 -0.398